[1]
Here is C15H20N4O4PdSi as an isolated structure from the OMol25 dataset. Energies are from wB97M-V/def2-TZVPD.

Output
**Orbital gap (alpha / beta)**: 7.273 / 7.141 eV
**HOMO level (alpha / beta)**: -8.49 / -8.44 eV
**Relative energy (zero: lowest compared OMol25 entry of this formula, charge and spin)**: 33.5 kcal per mole

Structure (XYZ):
```
45
Properties=species:S:1:pos:R:3:forces:R:3
Pd 0.355768 0.182338 -0.917433 0.52 0.40 0.58
C 3.439459 0.531667 -2.471386 -0.04 0.01 -0.10
C 3.409323 0.427944 -0.979602 0.12 0.08 0.01
C 4.537097 0.562042 -0.193374 -0.05 0.01 0.00
C 4.413878 0.482021 1.196118 -0.01 0.00 0.00
C 3.192487 0.270173 1.795907 0.07 -0.02 -0.09
C 2.083833 0.104557 0.955308 -0.08 0.00 0.16
N 2.239449 0.180337 -0.383340 0.23 0.01 0.04
N 0.780739 -0.074455 1.272062 -0.40 -0.64 -0.57
Si 0.135626 -1.534738 1.946253 0.03 0.20 0.29
C -1.724566 -1.400738 1.923317 0.02 0.01 -0.05
C 0.706988 -3.032934 0.973491 -0.06 -0.06 -0.08
C 0.679112 -1.720668 3.732206 0.09 -0.07 -0.09
H 4.008472 1.407814 -2.779160 0.01 -0.01 0.00
H 2.432748 0.618672 -2.881963 0.04 0.01 0.06
H 3.916970 -0.348652 -2.904530 -0.01 -0.01 0.00
H 5.493852 0.750578 -0.657828 0.01 0.00 -0.01
H 5.296215 0.606488 1.811344 0.00 0.00 0.01
H 3.068825 0.244308 2.867868 -0.02 -0.01 0.02
H -2.102000 -1.359611 0.904092 0.00 0.01 0.04
H -2.058342 -0.498344 2.436976 0.03 0.03 0.03
H -2.177210 -2.262186 2.417383 -0.03 -0.03 0.02
H 0.530631 -2.907708 -0.099556 -0.02 0.02 0.03
H 0.179740 -3.936087 1.289339 0.01 -0.02 0.04
H 1.776070 -3.212280 1.104882 0.03 0.03 0.03
H 0.391926 -0.848447 4.320089 -0.03 0.04 0.00
H 1.761867 -1.838650 3.811357 0.03 0.00 0.00
H 0.222355 -2.600874 4.188943 -0.02 -0.03 0.01
C -2.892812 -1.672190 -1.438267 0.02 -0.04 0.03
C -2.737895 -0.196112 -1.385437 0.06 0.02 -0.06
N -1.595598 0.471050 -1.319048 -0.53 0.07 0.25
C -1.894449 1.819819 -1.365742 0.18 0.12 -0.09
C -3.243988 1.961108 -1.451992 -0.03 -0.09 -0.15
N -3.751474 0.682392 -1.458218 0.08 0.10 -0.07
C -4.186508 3.106184 -1.566576 0.04 0.14 0.42
O -3.658663 4.304638 -1.574436 -0.09 -0.09 -0.17
O -5.374440 2.877890 -1.592776 -0.01 -0.04 -0.16
C -0.781899 2.841118 -1.365149 -0.06 -0.28 0.08
O -1.099723 4.036373 -1.407001 0.00 0.03 -0.07
O 0.388122 2.358047 -1.318971 -0.19 0.10 -0.46
H -1.910495 -2.137604 -1.378878 -0.02 0.00 0.01
H -3.367534 -1.977900 -2.370782 0.01 0.02 -0.02
H -3.498661 -2.035062 -0.608227 -0.03 -0.01 -0.03
H -4.741372 0.500303 -1.541644 0.01 -0.03 0.01
H -2.643944 4.267380 -1.535634 0.07 0.00 0.09
```
Forces are in eV/Å.


[2]
Here is a 3-piece molecular cluster, C10H21F3NO7P overall from the OMol25 dataset. Energies are from wB97M-V/def2-TZVPD.

Output
**Orbital gap**: 9.722 eV
**Structure (SMILES)**: O=NO[PH3]COC(F)(F)F.CCOC(C)=O.CCOC(C)=O
**HOMO level**: -10.10 eV

Structure (XYZ):
```
43
Properties=species:S:1:pos:R:3:forces:R:3
O 5.271919 -3.081829 3.335117 -0.30 -0.30 -1.78
N 5.091935 -2.519515 2.287115 0.76 -0.82 2.58
O 5.140578 -1.174234 2.522975 -0.20 0.91 -1.00
P 3.607554 -0.553147 3.129942 -0.93 0.68 0.80
C 1.961869 0.208826 3.807256 0.65 1.70 0.89
O 0.807797 -0.051330 2.960666 -0.36 -2.36 1.31
C 0.285353 -1.326876 3.129050 -1.42 0.21 -0.93
F 0.184175 -1.897100 1.839221 0.41 0.56 2.63
F 0.988363 -2.152449 3.992974 -1.09 1.32 -1.83
F -1.041679 -1.299547 3.604900 2.64 0.08 -0.76
H 3.965458 0.733752 2.621544 0.22 -0.84 0.10
H 3.973454 -0.874446 4.490738 -0.02 0.03 -0.93
H 2.906260 -1.484056 2.294005 0.29 0.45 0.43
H 1.793425 -0.016938 4.913061 -0.12 -0.01 -1.52
H 2.130726 1.343506 3.760713 -0.58 -1.54 -0.05
O 1.274565 4.747268 1.249158 -0.29 -0.56 -0.16
C 0.296045 4.161715 0.849912 0.25 0.52 -0.06
O 0.390416 2.875827 0.473035 0.40 -0.32 0.35
C -0.734887 2.037857 0.164625 -0.19 0.03 -0.33
C -1.161720 2.206789 -1.278954 -0.01 0.20 0.11
C -1.014219 4.878470 0.679761 -0.50 0.00 0.46
H -1.553757 2.205133 0.868332 0.06 0.11 -0.03
H -0.400013 1.009936 0.321117 0.20 0.19 0.13
H -1.491569 3.227632 -1.483025 -0.07 -0.07 0.04
H -1.978399 1.526371 -1.521074 0.10 0.07 -0.03
H -0.324815 2.005205 -1.950143 -0.09 -0.10 0.06
H -1.019060 5.395232 -0.281392 0.00 -0.06 0.06
H -1.112772 5.611199 1.482081 0.20 0.06 -0.20
H -1.884102 4.228981 0.750578 0.02 -0.03 -0.23
O -2.113232 0.489614 -3.655949 -0.17 -0.71 -0.28
C -1.861309 -0.691740 -3.658331 0.05 0.46 0.31
O -2.737228 -1.564670 -4.183944 -0.28 0.17 -0.42
C -2.458153 -2.954580 -4.404884 0.00 -0.21 0.19
C -2.721792 -3.768630 -3.154503 0.05 0.05 0.21
C -0.617365 -1.214594 -2.995132 0.57 -0.11 -0.33
H -1.446874 -3.095401 -4.793239 -0.01 0.08 0.11
H -3.139061 -3.279174 -5.194312 0.00 0.28 0.04
H -2.069528 -3.465041 -2.333101 0.04 -0.08 -0.08
H -2.562485 -4.831603 -3.346543 -0.02 0.06 -0.01
H -3.748887 -3.621535 -2.814014 0.03 -0.04 -0.12
H -0.800826 -1.328164 -1.924915 0.01 -0.01 -0.07
H 0.184610 -0.490576 -3.147234 -0.20 0.07 0.17
H -0.260770 -2.156135 -3.407188 -0.12 -0.10 0.17
```
Forces are in eV/Å.


[3]
Here is one molecule with the formula C7H10 from the OMol25 dataset. Energies are from wB97M-V/def2-TZVPD.

Output
**Orbital gap**: 10.008 eV
**Structure (SMILES)**: C[C@@H]1[C@@H]2C=CC[C@H]12
**HOMO level**: -8.82 eV
**Relative energy (zero: lowest compared OMol25 entry of this formula, charge and spin)**: 27.9 kcal per mole

Structure (XYZ):
```
17
Properties=species:S:1:pos:R:3:forces:R:3
C -0.073058 -1.847813 -0.565829 -0.05 0.07 -0.02
C 0.774721 -0.980085 0.334244 0.03 -0.09 -0.05
C 1.063686 0.479033 0.071756 0.13 0.13 -0.06
C 0.202444 1.328662 -0.865996 0.02 0.00 0.00
C -1.135367 1.400582 -0.158785 -0.05 -0.13 0.08
C -1.154973 0.632761 0.930743 0.03 0.17 -0.09
C 0.195522 0.080792 1.243910 -0.03 0.04 0.21
H 0.483525 -2.131951 -1.466526 -0.08 0.05 0.12
H -0.371774 -2.770303 -0.053581 0.05 0.17 -0.06
H -0.983757 -1.327663 -0.876645 0.10 -0.06 0.01
H 1.640841 -1.504199 0.742540 -0.20 0.14 -0.01
H 2.090232 0.796461 0.232202 -0.17 -0.02 0.02
H 0.077305 0.873840 -1.859797 0.06 0.06 0.12
H 0.657459 2.313620 -1.028677 -0.11 -0.11 0.04
H -1.964429 2.006867 -0.512957 0.02 -0.29 -0.13
H -2.016929 0.430047 1.560296 0.10 0.23 -0.06
H 0.514552 0.219349 2.273102 0.18 -0.35 -0.11
```
Forces are in eV/Å.


[4]
Here is a 11-piece molecular cluster, C14H31Cl20FN4O3S overall from the OMol25 dataset. Energies are from wB97M-V/def2-TZVPD.

Output
**Orbital gap**: 8.248 eV
**Structure (SMILES)**: NC(N)(N)CN(CC=O)S(=O)(=O)F.ClCCl.ClCCl.ClCCl.ClCCl.ClCCl.ClCCl.ClCCl.ClCCl.ClCCl.ClCCl
**HOMO level**: -9.62 eV
**Relative energy (zero: lowest compared OMol25 entry of this formula, charge and spin)**: 68.2 kcal per mole

Structure (XYZ):
```
74
Properties=species:S:1:pos:R:3:forces:R:3
N -1.209802 2.616515 -2.122092 -0.54 -0.40 -1.20
C -2.107952 1.857394 -3.072868 -0.90 0.97 -0.49
N -1.519551 1.692990 -4.482607 -0.29 0.27 1.43
N -3.358566 2.740670 -3.264002 -0.07 -0.82 1.82
C -2.621161 0.397451 -2.533525 -1.46 -0.10 -0.30
N -1.712026 -0.276458 -1.531141 0.09 -1.86 -0.91
C -0.313701 -0.505970 -2.061242 2.79 -0.08 0.28
C 0.825939 0.286640 -1.128209 4.64 0.55 -3.05
O 2.073524 0.397025 -1.607129 -7.65 -0.79 3.07
S -2.411583 -1.758806 -0.887263 -5.28 -0.21 6.25
O -3.983830 -1.718565 -0.821884 6.28 0.00 -1.27
O -1.949574 -1.913666 0.603398 -0.02 0.04 -6.30
F -2.041577 -3.161340 -1.851107 -0.12 2.79 1.57
H -1.527697 2.567391 -1.129307 0.15 0.07 -1.34
H -1.127274 3.623946 -2.449994 -0.28 -1.72 0.69
H -1.017509 2.562527 -4.776239 -0.76 -1.02 0.42
H -2.311571 1.504755 -5.142528 1.00 0.47 0.88
H -3.550910 3.166754 -2.307630 0.15 -0.70 -1.59
H -4.184559 2.131848 -3.453597 0.73 0.64 0.00
H -2.803331 -0.376544 -3.423762 0.66 2.29 1.67
H -3.664989 0.592784 -1.989578 2.46 -0.62 -1.10
H -0.186585 -0.197357 -3.207322 -0.37 -0.17 3.29
H 0.019398 -1.650697 -2.019009 -0.86 2.42 0.02
H 0.480612 0.734611 -0.080037 0.90 -0.98 -3.01
C 0.655674 -2.731144 -4.809936 0.01 -0.54 -0.12
Cl 2.225817 -2.158685 -4.233914 -0.04 -0.02 0.03
Cl -0.524525 -1.415705 -4.852107 -0.24 -0.59 -1.35
H 0.772711 -3.136596 -5.817840 -0.02 0.22 0.25
H 0.293426 -3.512681 -4.137644 0.09 0.27 -0.09
C -0.315307 -0.562705 3.132725 -0.31 -0.15 -0.03
Cl -0.823691 0.296306 4.591664 -0.04 0.06 0.19
Cl 0.210888 0.567874 1.879755 -0.31 0.21 1.05
H 0.514486 -1.228240 3.382661 -0.38 0.44 0.02
H -1.156330 -1.148090 2.753247 0.43 0.61 -0.09
C -3.172093 -2.392637 4.394266 -0.18 0.35 0.05
Cl -4.251446 -3.640330 5.029183 -0.06 0.09 -0.01
Cl -1.616372 -3.081496 3.914438 -0.22 -0.66 0.31
H -3.639380 -1.927832 3.522739 0.13 -0.24 0.13
H -3.004274 -1.639852 5.168316 0.04 -0.30 -0.16
C 2.868720 1.448464 5.670513 -0.20 -0.16 -0.03
Cl 3.993478 1.741660 4.338667 0.01 -0.02 -0.14
Cl 3.188014 2.539259 7.024486 -0.32 0.51 -0.31
H 1.847833 1.610439 5.316232 0.28 0.06 0.06
H 2.981702 0.416305 6.010924 0.17 0.59 -0.24
C 4.086301 5.858661 4.295814 0.30 -0.23 0.15
Cl 2.864815 6.661196 5.290181 0.05 -0.03 0.09
Cl 3.742534 6.067352 2.574390 0.09 -0.06 -0.03
H 5.065382 6.289955 4.517956 -0.33 0.00 -0.10
H 4.091335 4.791530 4.530771 -0.13 0.26 -0.09
C -2.281332 5.592254 -4.884399 -0.32 -0.25 -0.18
Cl -1.445015 6.153163 -6.337263 -0.05 -0.02 -0.05
Cl -1.447327 6.131863 -3.422112 -0.03 -0.06 0.13
H -3.298094 5.992444 -4.882301 0.34 -0.02 0.03
H -2.314736 4.500091 -4.892395 0.00 0.33 0.09
C 5.330140 -4.366872 -4.686849 0.07 0.37 0.13
Cl 4.323060 -5.619877 -3.951575 -0.04 0.08 0.08
Cl 6.086296 -4.950240 -6.174443 0.04 0.10 -0.01
H 4.706296 -3.500814 -4.920773 0.09 -0.33 0.00
H 6.111800 -4.078350 -3.979911 -0.18 -0.21 -0.20
C 3.480341 -2.471371 2.947546 0.39 -0.33 -0.27
Cl 2.263529 -1.655636 1.958202 0.81 -0.40 -0.30
Cl 3.291680 -2.058879 4.656137 -0.01 -0.12 -0.12
H 3.369954 -3.551884 2.828096 -0.07 0.30 0.10
H 4.474434 -2.163056 2.614802 -0.31 0.05 0.11
C 3.253946 -1.300832 8.478510 0.24 -0.31 0.37
Cl 1.890988 -1.117723 7.367801 -0.38 -0.37 0.42
Cl 4.335000 0.095330 8.394380 0.22 -0.60 0.32
H 2.872021 -1.394172 9.498011 0.04 0.13 -0.31
H 3.813160 -2.200444 8.210223 -0.17 0.27 -0.06
C -5.881390 -2.729644 -3.425375 -0.04 -0.33 0.19
Cl -7.244347 -2.546535 -4.536085 -0.04 -0.10 0.03
Cl -4.800336 -1.333481 -3.509505 -0.69 -0.41 -0.63
H -6.263315 -2.822984 -2.405874 0.13 0.18 -0.26
H -5.322176 -3.629256 -3.693661 -0.10 0.33 -0.03
```
Forces are in eV/Å.